Molecular formula: C40H93B2BrCl2N8O11PS
Method: DFT, ωB97M-V with the def2-TZVPD basis set

Bonds (Å) are listed after each position.
Positions of all 159 atoms, in Å:
1 C -1.20183 -2.90762 2.32950  C2 1.668, H40 1.173, H41 1.171, H42 1.188
2 C -2.58375 -2.08181 1.89265  C1 1.668, O3 1.471, H43 1.194, H44 1.171
3 O -2.45131 -0.73295 2.46487  C2 1.471, B4 1.506
4 B -2.63701 0.31808 1.40262  O3 1.506, O5 1.485, N6 1.517
5 O -1.39098 0.76113 0.72722  B4 1.485, H45 1.021
6 N -4.03215 0.85822 1.15053  B4 1.517, C7 1.512, C31 1.512
7 C -4.27071 1.66872 -0.10397  N6 1.512, N8 1.401, N15 1.513
8 N -4.59712 1.16556 -1.37001  C7 1.401, S9 1.781, C10 1.513
9 S -4.88493 2.33516 -2.68254  N8 1.781, H46 1.426
10 C -4.73784 -0.31869 -1.62544  N8 1.513, Cl11 1.891, C12 1.639, H47 1.182
11 Cl -6.55978 -0.82402 -1.62896  C10 1.891
12 C -4.12507 -0.84203 -3.05300  C10 1.639, C13 1.652, Cl14 1.891, H48 1.194
13 C -2.63090 -0.23883 -3.41838  C12 1.652, H49 1.171, H50 1.173, H51 1.193
14 Cl -5.34374 -0.68538 -4.48993  C12 1.891
15 N -4.18216 3.16060 0.12892  C7 1.513, C16 1.512, C29 1.543
16 C -2.81544 3.77240 0.33999  N15 1.512, C17 1.639, H52 1.170, H53 1.194
17 C -1.87456 3.85905 -0.99934  C16 1.639, C18 1.672, H54 1.172, H55 1.170
18 C -1.13021 5.35159 -1.11171  C17 1.672, C19 1.639, H56 1.189, H57 1.193
19 C 0.01042 5.59963 0.03917  C18 1.639, C20 1.639, H58 1.194, H59 1.184
20 C 1.13187 4.41170 0.17697  C19 1.639, C21 1.641, H60 1.192, H61 1.189
21 C 2.40490 5.00702 1.02460  C20 1.641, C22 1.640, H62 1.192, H63 1.176
22 C 3.83398 4.32636 0.59695  C21 1.640, C23 1.660, H64 1.176, H65 1.174
23 C 3.96730 2.80445 1.24655  C22 1.660, C24 1.659, H66 1.178, H67 1.192
24 C 5.58901 2.45641 1.25202  C23 1.659, C25 1.659, H68 1.182, H69 1.192
25 C 5.85235 0.83209 1.46234  C24 1.659, C26 1.648, H70 1.183, H71 1.172
26 C 5.69660 -0.03013 0.06635  C25 1.648, O27 1.478, H72 1.193, H73 1.187
27 O 4.31836 -0.55377 -0.03082  C26 1.478, C28 1.479
28 C 4.19435 -1.83239 0.70235  O27 1.479, H74 1.183, H75 1.184, H76 1.176
29 C -4.72266 3.26201 1.57093  N15 1.543, Br30 2.000, C31 1.672, H77 1.186
30 Br -6.52474 4.07321 1.26541  C29 2.000
31 C -4.66927 1.72053 2.21737  N6 1.512, C29 1.672, B32 1.677, P37 1.910
32 B -6.15962 0.96883 2.38214  C31 1.677, O33 1.495, N34 1.544
33 O -7.06594 0.69234 1.22614  B32 1.495, H78 1.006
34 N -6.70927 0.53324 3.75743  B32 1.544, C35 1.537, C36 1.539
35 C -6.47263 -0.98486 3.81357  N34 1.537, H79 1.183, H80 1.173, H81 1.178
36 C -8.23757 0.70638 3.71660  N34 1.539, H82 1.190, H83 1.181, H84 1.190
37 P -3.86456 1.88373 3.94142  C31 1.910, N38 1.815, O39 1.770
38 N -5.00509 2.86491 4.95648  P37 1.815, H85 1.056, H86 1.063
39 O -2.41314 2.89495 3.88919  P37 1.770, H87 1.013
40 H -1.20404 -3.95421 1.79905  C1 1.173
41 H -1.11178 -3.08002 3.48419  C1 1.171
42 H -0.22990 -2.30491 2.00856  C1 1.188
43 H -3.50909 -2.61065 2.42989  C2 1.194
44 H -2.71862 -1.99918 0.73246  C2 1.171
45 H -0.71698 0.87996 1.48488  O5 1.021
46 H -3.68223 2.51259 -3.42712  S9 1.426
47 H -4.24732 -0.98436 -0.78105  C10 1.182
48 H -3.96875 -2.01961 -2.93418  C12 1.194
49 H -2.12280 0.35343 -2.54539  C13 1.171
50 H -1.97596 -1.09629 -3.87932  C13 1.173
51 H -2.79848 0.54624 -4.30113  C13 1.193
52 H -2.17533 3.28468 1.18951  C16 1.170
53 H -3.00655 4.89945 0.68363  C16 1.194
54 H -1.04146 3.03936 -0.90729  C17 1.172
55 H -2.43672 3.71716 -2.01584  C17 1.170
56 H -0.59336 5.35113 -2.17299  C18 1.189
57 H -1.93049 6.23480 -1.16487  C18 1.193
58 H 0.60630 6.57972 -0.29132  C19 1.194
59 H -0.52030 5.89154 1.05606  C19 1.184
60 H 0.59454 3.49348 0.71543  C20 1.192
61 H 1.46019 4.13032 -0.93045  C20 1.189
62 H 2.49898 6.17819 0.82470  C21 1.192
63 H 2.14752 4.89039 2.16638  C21 1.176
64 H 4.68562 4.98788 1.06682  C22 1.176
65 H 3.86904 4.28905 -0.57616  C22 1.174
66 H 3.34385 2.01733 0.63061  C23 1.178
67 H 3.54446 2.75631 2.35946  C23 1.192
68 H 6.08365 2.80236 0.23520  C24 1.182
69 H 6.08270 3.02496 2.17629  C24 1.192
70 H 6.95759 0.67187 1.85320  C25 1.183
71 H 5.07533 0.40942 2.23108  C25 1.172
72 H 6.51736 -0.89321 0.00562  C26 1.193
73 H 5.88482 0.70775 -0.84442  C26 1.187
74 H 3.21994 -2.36159 0.29065  C28 1.183
75 H 4.11756 -1.62920 1.86598  C28 1.184
76 H 5.13973 -2.51588 0.55375  C28 1.176
77 H -4.16993 4.01488 2.30192  C29 1.186
78 H -7.09188 -0.31068 1.14756  O33 1.006
79 H -6.10858 -1.39946 2.76726  C35 1.183
80 H -7.43147 -1.59042 4.11325  C35 1.173
81 H -5.61156 -1.18009 4.59374  C35 1.178
82 H -8.55862 1.70885 3.16249  C36 1.190
83 H -8.68967 0.77374 4.80593  C36 1.181
84 H -8.77462 -0.18050 3.13209  C36 1.190
85 H -5.81382 3.20431 4.36794  N38 1.056
86 H -4.52413 3.76434 5.25725  N38 1.063
87 H -2.73820 3.84659 4.00715  O39 1.013
88 C 12.67520 -3.83445 0.79671  O89 1.421, H97 1.093, H98 1.092, H99 1.095
89 O 12.07770 -3.09193 1.85092  C88 1.421, C90 1.434
90 C 12.88552 -1.99397 2.29497  O89 1.434, C91 1.537, H100 1.097, H101 1.096
91 C 12.23269 -0.65646 1.91060  C90 1.537, N92 1.466, H102 1.095, H103 1.094
92 N 12.29218 -0.43291 0.46274  C91 1.466, C93 1.467, H104 1.014
93 C 11.46319 0.68779 0.00474  N92 1.467, C94 1.543, H105 1.096, H106 1.096
94 C 9.93744 0.56667 0.20019  C93 1.543, O95 1.428, H107 1.097, H108 1.095
95 O 9.32791 -0.44468 -0.60325  C94 1.428, C96 1.421
96 C 9.37214 -1.74954 -0.04295  O95 1.421, H109 1.094, H110 1.091, H111 1.094
97 H 12.07174 -4.72952 0.62697  C88 1.093
98 H 12.69301 -3.25304 -0.12761  C88 1.092
99 H 13.69034 -4.14669 1.06242  C88 1.095
100 H 13.91623 -2.06136 1.92679  C90 1.097
101 H 12.92305 -2.05800 3.38824  C90 1.096
102 H 12.75463 0.15914 2.42243  C91 1.095
103 H 11.19785 -0.67939 2.26407  C91 1.094
104 H 11.97810 -1.27118 -0.01338  N92 1.014
105 H 11.65671 0.79890 -1.06795  C93 1.096
106 H 11.81528 1.60823 0.48430  C93 1.096
107 H 9.49680 1.51408 -0.13295  C94 1.097
108 H 9.65198 0.46007 1.25158  C94 1.095
109 H 9.33282 -1.73809 1.05036  C96 1.094
110 H 10.26207 -2.27645 -0.38991  C96 1.091
111 H 8.50461 -2.30570 -0.41141  C96 1.094
112 C -10.43031 1.64180 -6.95831  O113 1.421, H121 1.093, H122 1.092, H123 1.095
113 O -9.65244 1.32914 -8.10585  C112 1.421, C114 1.434
114 C -9.83655 2.25866 -9.18167  O113 1.434, C115 1.537, H124 1.097, H125 1.096
115 C -8.56222 3.09092 -9.39685  C114 1.537, N116 1.466, H126 1.095, H127 1.094
116 N -8.35070 4.03351 -8.29385  C115 1.466, C117 1.467, H128 1.014
117 C -7.02721 4.66691 -8.30533  N116 1.467, C118 1.543, H129 1.096, H130 1.096
118 C -5.80086 3.74910 -8.11959  C117 1.543, O119 1.428, H131 1.097, H132 1.095
119 O -5.70583 3.16335 -6.82046  C118 1.428, C120 1.421
120 C -6.46025 1.97096 -6.65436  O119 1.421, H133 1.094, H134 1.091, H135 1.094
121 H -10.34730 0.80998 -6.25452  C112 1.093
122 H -10.05657 2.54349 -6.46842  C112 1.092
123 H -11.48542 1.76849 -7.22154  C112 1.095
124 H -10.71589 2.89673 -9.03307  C114 1.097
125 H -10.01406 1.66032 -10.08234  C114 1.096
126 H -8.65084 3.64894 -10.33513  C115 1.095
127 H -7.72341 2.39481 -9.48730  C115 1.094
128 H -8.45537 3.54031 -7.41417  N116 1.014
129 H -7.02609 5.39831 -7.48954  C117 1.096
130 H -6.91400 5.23448 -9.23603  C117 1.096
131 H -4.91059 4.38085 -8.22464  C118 1.097
132 H -5.71871 2.98801 -8.90206  C118 1.095
133 H -6.53381 1.38908 -7.57795  C120 1.094
134 H -7.45306 2.20627 -6.26841  C120 1.091
135 H -5.95932 1.35573 -5.90052  C120 1.094
136 C 0.39443 -9.27314 3.74074  O137 1.421, H145 1.093, H146 1.092, H147 1.095
137 O 1.32497 -8.88046 4.74054  C136 1.421, C138 1.434
138 C 2.68062 -8.86700 4.27438  O137 1.434, C139 1.537, H148 1.097, H149 1.096
139 C 3.20762 -7.42514 4.19576  C138 1.537, N140 1.466, H150 1.095, H151 1.094
140 N 2.56729 -6.68419 3.10454  C139 1.466, C141 1.467, H152 1.014
141 C 2.82856 -5.24076 3.13925  N140 1.467, C142 1.543, H153 1.096, H154 1.096
142 C 2.29528 -4.45324 4.35424  C141 1.543, O143 1.428, H155 1.097, H156 1.095
143 O 0.87042 -4.37705 4.41647  C142 1.428, C144 1.421
144 C 0.24620 -5.49517 5.03188  O143 1.421, H157 1.094, H158 1.091, H159 1.094
145 H -0.58091 -9.40254 4.21625  C136 1.093
146 H 0.30110 -8.50328 2.97176  C136 1.092
147 H 0.68610 -10.22472 3.28463  C136 1.095
148 H 2.79627 -9.39241 3.31886  C138 1.097
149 H 3.27126 -9.41002 5.02072  C138 1.096
150 H 4.29006 -7.44601 4.02999  C139 1.095
151 H 3.01560 -6.94925 5.16169  C139 1.094
152 H 1.56426 -6.82326 3.15582  N140 1.014
153 H 2.36847 -4.82032 2.23814  C141 1.096
154 H 3.90786 -5.07366 3.04792  C141 1.096
155 H 2.64175 -3.41888 4.24119  C142 1.097
156 H 2.71303 -4.80411 5.30326  C142 1.095
157 H 0.86441 -5.94138 5.81656  C144 1.094
158 H -0.01544 -6.23982 4.27886  C144 1.091
159 H -0.68937 -5.15339 5.48530  C144 1.094

The calculation puts the HOMO energy at -9.78 eV. The net charge is +1. The HOMO-LUMO gap comes out at 5.3 eV.